{
  "formula": "C73H161F2N9O7S2",
  "method": "ωB97M-V with the def2-TZVPD basis set",
  "species": ["S", "S", "F", "F", "O", "O", "O", "O", "O", "O", "O", "N", "N", "N", "N", "N", "N", "N", "N", "N", "C", "C", "C", "C", "C", "C", "C", "C", "C", "C", "C", "C", "C", "C", "C", "C", "C", "C", "C", "C", "C", "C", "C", "C", "C", "C", "C", "C", "C", "C", "C", "C", "C", "C", "C", "C", "C", "C", "C", "C", "C", "C", "C", "C", "C", "C", "C", "C", "C", "C", "C", "C", "C", "C", "C", "C", "C", "C", "C", "C", "C", "C", "C", "C", "C", "C", "C", "C", "C", "C", "C", "C", "C", "H", "H", "H", "H", "H", "H", "H", "H", "H", "H", "H", "H", "H", "H", "H", "H", "H", "H", "H", "H", "H", "H", "H", "H", "H", "H", "H", "H", "H", "H", "H", "H", "H", "H", "H", "H", "H", "H", "H", "H", "H", "H", "H", "H", "H", "H", "H", "H", "H", "H", "H", "H", "H", "H", "H", "H", "H", "H", "H", "H", "H", "H", "H", "H", "H", "H", "H", "H", "H", "H", "H", "H", "H", "H", "H", "H", "H", "H", "H", "H", "H", "H", "H", "H", "H", "H", "H", "H", "H", "H", "H", "H", "H", "H", "H", "H", "H", "H", "H", "H", "H", "H", "H", "H", "H", "H", "H", "H", "H", "H", "H", "H", "H", "H", "H", "H", "H", "H", "H", "H", "H", "H", "H", "H", "H", "H", "H", "H", "H", "H", "H", "H", "H", "H", "H", "H", "H", "H", "H", "H", "H", "H", "H", "H", "H", "H", "H", "H", "H", "H", "H", "H", "H", "H", "H", "H", "H", "H", "H", "H", "H"],
  "xyz": [[0.2955, 1.6586, 2.5833], [-1.7798, 0.6693, 2.0639], [1.1402, 2.2080, 3.8604], [-3.3202, 1.1567, 2.4249], [0.0656, 1.1534, -4.0496], [-0.0030, 3.0005, -5.2060], [-1.6064, 1.0197, 0.6489], [1.0664, 0.4686, 2.3771], [0.4327, 2.7832, 1.6626], [-1.9528, -0.7137, 2.3801], [-0.8075, 2.8873, -3.0735], [-1.0815, 8.3983, -2.9630], [-3.5637, 0.6082, -8.8032], [6.5496, 4.3129, 0.2155], [7.6660, -6.8375, 0.9525], [-1.1951, -1.7766, 8.0427], [0.5421, -4.6804, -4.4633], [-5.7578, -6.1051, 1.0982], [-1.0076, 1.5051, 3.2890], [-2.7680, 6.3457, 5.3869], [-4.2893, -0.4967, -4.9561], [6.7289, 4.9847, 1.5765], [-3.3538, 7.6923, 5.9546], [-4.4801, -5.8831, 1.9499], [-0.5942, 6.7248, 6.5327], [2.0232, -4.2182, -4.2318], [-0.3324, 10.6145, -1.9631], [-3.4569, 0.0027, -7.3842], [-2.0767, 6.5875, 3.9649], [4.8713, 4.1848, -1.6639], [-3.2513, -7.9271, 1.1661], [9.1277, 3.9101, -0.3370], [-2.2600, 0.2090, -9.5381], [7.6485, -7.5224, -0.4195], [-1.7513, 5.7692, 6.4537], [0.2770, -4.2933, -5.8966], [-3.8207, -1.1296, 9.5068], [-3.8276, 5.2431, 5.1501], [-0.6281, -6.9051, -4.3107], [1.0582, 10.5265, -2.6703], [-0.4900, -8.4437, -4.2356], [-0.4384, -4.0349, -3.4506], [-3.3789, -0.1401, -11.6634], [-2.2166, 7.5885, -3.6226], [6.7428, -5.5844, 0.9605], [0.3502, -3.9400, 5.1375], [-5.3463, -6.9981, -0.1219], [1.3614, 9.0928, -2.9413], [5.9394, 2.0246, -0.6106], [-0.6409, -2.0467, 6.5937], [-1.8597, -0.3473, 7.9959], [-3.6289, 6.9921, -5.6149], [0.0254, -4.2201, -2.0526], [-4.4505, -8.2482, 0.1854], [-2.3512, -2.8083, 8.3783], [-4.8014, -0.0205, -9.5555], [5.9401, -3.3613, 2.4052], [-2.2574, 0.6261, -11.0151], [-0.2110, 2.3512, -4.1541], [-6.8469, -6.8153, 1.9446], [5.2343, 4.9206, -0.3708], [-3.7843, -7.1635, 2.4318], [-0.0962, -1.8616, 9.1123], [0.6723, -6.2537, -4.4083], [2.4617, -4.3236, -2.7622], [-1.1472, 8.1261, 7.0125], [9.0941, -6.3336, 1.2100], [1.4492, -3.6371, -1.8640], [10.2138, 4.4978, -1.1825], [-4.7498, 0.1911, -11.0978], [-3.7188, 2.1169, -8.7881], [-6.8823, -3.7441, 1.5504], [7.2271, -7.7558, 2.0651], [-2.5193, 7.8909, -5.1007], [6.4071, 2.7820, 0.6361], [-4.4609, 0.3674, -6.3029], [-6.2697, -4.7273, 0.5465], [-1.4896, 9.8981, -2.6724], [-4.8104, 5.1304, 6.3079], [0.1411, -3.3862, 6.5338], [-3.0942, -2.4634, 9.7498], [7.9217, -9.1398, 2.0132], [7.7542, 4.5293, -0.7023], [4.6901, 2.7146, -1.3447], [-7.2476, -2.3498, 0.9597], [-2.8058, -0.0529, 9.1808], [-0.8139, 7.6461, -1.5884], [-5.7901, 4.0498, 6.0260], [0.2885, 8.2998, -3.7180], [7.8408, -9.8764, 0.6572], [8.4133, -8.9060, -0.4343], [6.5991, -4.7611, 2.3140], [-2.2344, 8.7383, 6.1311], [-4.4814, 5.4757, 4.3095], [-3.7411, -5.2818, 1.4203], [0.5986, -1.0997, 8.7591], [1.6145, 8.5674, -2.0204], [7.1928, -4.9552, 0.1926], [-1.2546, -6.6687, -5.1707], [0.0253, -1.1941, 6.4619], [-2.0642, 6.5340, -3.3928], [5.7741, -5.8833, 0.5598], [-6.5318, 3.8136, 6.7890], [-0.3629, 10.3235, -0.9131], [-3.2124, -1.2162, -11.6156], [-3.6213, -0.1260, -4.1786], [9.0322, 2.8539, -0.5890], [-7.9764, -2.5077, 0.1647], [-0.6996, 2.2396, -2.3732], [-1.4881, -8.8551, -4.3857], [-5.6441, 0.4052, -9.0107], [5.8653, 4.8038, 2.2165], [4.7112, 2.1121, -2.2527], [-1.4819, 0.7485, -8.9982], [5.6564, 0.9954, -0.3897], [9.0927, -5.8486, 2.1861], [11.1876, 4.2179, -0.7809], [2.7797, -5.3355, -2.5113], [5.5879, 5.9137, -0.6482], [0.5058, -3.2335, -6.0090], [-3.0271, -2.7765, 7.5237], [1.0120, 10.9064, -3.6909], [9.5126, 4.1948, 0.6422], [-1.6732, 10.2711, -3.6800], [-0.0953, -8.9171, -3.3365], [-7.0944, -6.1010, 2.7298], [-7.7171, -6.9751, 1.3079], [2.7404, -4.7558, -4.8520], [-1.3157, 0.4283, -11.5272], [-4.1505, 7.9007, 5.2405], [4.4948, 4.8307, 0.4249], [-4.4339, -7.7519, 3.0798], [-0.5874, -3.8619, 4.5871], [-4.4115, 1.4489, -6.1758], [-1.1964, 7.2297, 3.9907], [-2.7903, 7.1371, 3.3510], [-4.6945, -5.2688, 2.8245], [-1.7075, 7.5843, -0.9672], [-0.4259, -4.2009, 6.9842], [3.8589, 4.5209, -1.8883], [9.2832, -5.6025, 0.4239], [-3.3118, 0.8481, 8.8339], [-1.0528, 0.3855, 7.9989], [-0.7204, 11.6331, -1.9700], [-2.5359, -7.2946, 0.6404], [6.7782, 1.8257, -1.2776], [1.4130, -6.5504, -5.1509], [10.1791, 5.5814, -1.2958], [-6.4532, -1.7115, 0.5728], [-6.2327, -7.1509, -0.7375], [0.1651, 6.4350, 7.2590], [1.1137, -3.4106, 7.0253], [-0.4764, -1.5044, 10.0694], [-2.4020, -0.2164, 7.0594], [1.1247, -3.4419, 4.5543], [-0.5007, -2.9812, -3.7223], [-5.0669, -8.9357, 0.7646], [0.0581, -5.2665, -1.7491], [-3.8762, -3.2120, 9.8773], [-2.2920, 5.7495, 7.4000], [7.5205, -4.6964, 2.8928], [-1.4679, -1.9083, 5.8972], [-3.3132, 4.3406, 4.8198], [5.4025, 4.3869, -2.5940], [-2.4466, 0.2986, -7.1016], [-7.7117, -1.7402, 1.7350], [-2.6933, -8.8126, 1.4704], [-2.5879, 9.6846, 6.5405], [-4.3476, 4.9379, 7.2759], [-0.7930, -3.9577, -1.3821], [-6.4767, -7.7275, 2.4124], [-0.3416, 8.8493, 7.1388], [-4.2674, -8.7848, -0.7455], [5.6568, 2.6804, 1.4202], [-2.2599, 0.1498, 10.1021], [-1.5815, 4.7756, 6.0390], [8.9575, -8.9431, 2.2898], [6.8989, -10.3554, 0.3900], [6.0118, -5.4191, 2.9545], [3.4230, -3.8289, -2.6239], [-1.8695, 5.5898, 3.5778], [-5.4474, 0.2847, -6.7589], [-7.8103, -4.1185, 1.9825], [0.5107, 7.2401, -3.8438], [-6.8390, -4.8719, -0.3717], [9.4499, -8.6460, -0.2199], [-3.8472, 7.4408, 6.8934], [-4.0797, -1.5480, -5.1533], [-6.3117, -3.6451, 2.4738], [-4.9058, -6.2832, -0.8169], [-1.6093, 7.6502, -5.6505], [6.1508, -7.8646, 1.9317], [8.1381, -9.1316, -1.4645], [-1.7158, 9.0619, 5.2286], [2.0513, -3.1813, -4.5667], [-5.2881, -0.5896, -4.5296], [5.0337, -3.2263, 1.8151], [-3.3943, 0.0896, -12.7288], [10.1906, 4.1109, -2.2013], [-0.3469, 6.6893, -1.8215], [3.7298, 2.4923, -0.8794], [-4.6776, -1.0685, -9.2824], [8.2231, -6.9018, -1.1070], [0.9488, -4.8200, -6.5744], [-0.7451, -4.6006, -6.1178], [7.6663, 4.6568, 2.0258], [7.4749, 4.1217, -1.6739], [-1.8754, -3.7842, 8.4747], [-5.3773, -4.1810, 0.2411], [-5.4540, -0.3010, -11.7685], [-3.5116, 5.9214, -5.4476], [1.7736, -3.7676, -0.8316], [-2.9119, -6.9183, 3.0375], [1.2620, -6.5037, -3.5263], [0.4140, -2.8208, 9.0241], [-3.6994, 2.4442, -9.8276], [9.7289, -7.2190, 1.2451], [-2.4286, 1.6787, -11.2406], [-5.1175, 1.2005, -11.2818], [0.0054, 6.7552, 5.6229], [5.6474, -3.1126, 3.4253], [8.4962, -10.7234, 0.8603], [-1.4279, -4.4718, -3.5856], [-4.3180, -0.8269, 10.4284], [1.8200, 11.1292, -2.1757], [0.0804, -8.9001, -5.0446], [-0.2252, 8.2896, -0.9345], [-5.3804, 6.0501, 6.4397], [2.3124, 8.9596, -3.4570], [-2.7482, 8.9465, -5.2470], [7.3629, -7.2665, 3.0296], [-1.1121, -6.6091, -3.3800], [0.1872, 8.7674, -4.6974], [-4.5318, 7.3354, -5.1098], [-4.6763, -1.1776, 8.8332], [-2.7801, 2.3931, -8.3078], [-3.9065, 7.1133, -6.6619], [-2.0890, -0.8557, -9.3796], [6.6223, -2.5770, 2.0774], [-2.5718, -2.3485, 10.6995], [-1.5372, 8.0528, 8.0277], [-3.0918, 7.8807, -3.0424], [6.7757, 6.0592, 1.3990], [-6.4198, 4.2601, 5.1615], [7.4338, -9.7100, 2.8037], [1.4656, -2.5646, -2.0578], [-5.3044, 3.1292, 5.7024], [7.3179, 2.2383, 0.8871], [-4.6649, 2.3877, -8.3194], [-3.4120, -1.0756, -7.5368], [6.6393, -7.5740, -0.8282], [-2.4962, 10.0125, -2.2702], [7.7918, 5.6183, -0.7296], [0.6505, -4.9835, 5.2320]],
  "forces_ev_per_a": [[8.259, 3.889, -0.458], [-4.511, -0.588, -0.817], [-0.559, 0.396, 0.188], [1.441, 0.432, -0.337], [0.408, -2.305, 0.957], [-0.788, 1.213, 1.158], [0.196, -0.113, 3.079], [-0.670, -0.536, -1.122], [-0.450, -1.673, 0.830], [0.956, -0.201, 0.102], [-0.649, 2.012, 1.043], [0.129, -1.132, 1.804], [-1.255, -0.786, -1.050], [0.160, -1.888, 2.840], [-0.044, 1.400, 0.663], [-1.835, -0.300, -0.256], [2.660, -1.163, -0.572], [0.457, -0.639, -0.013], [-4.656, -1.647, -1.282], [0.696, 0.206, -0.505], [-1.206, 0.443, -1.235], [0.479, 0.666, -0.990], [0.303, -0.770, -1.217], [0.035, 0.053, 0.836], [0.174, 1.244, 0.840], [-0.257, 0.677, 0.959], [-0.940, 0.796, -0.571], [1.151, 0.061, -0.426], [-0.912, -0.038, 1.503], [-1.771, -0.303, 0.899], [-1.045, 0.210, -0.408], [-1.075, 0.740, 0.125], [0.260, 1.737, 0.319], [0.899, -0.395, 0.554], [-0.746, 0.614, -1.720], [-0.382, -0.194, 0.447], [-0.253, 0.093, 0.799], [-0.516, 1.383, 0.296], [-0.578, -1.812, -0.085], [-1.735, 0.092, -0.632], [-0.580, -0.561, -0.705], [0.264, -0.513, -1.249], [-0.249, 0.224, -1.097], [-0.549, 1.034, 0.175], [0.703, 1.108, -0.209], [0.057, 0.264, -0.577], [0.330, 0.966, -0.193], [1.302, -2.053, 0.756], [-1.527, 0.646, -0.169], [1.042, -0.073, 2.015], [0.367, -0.786, 1.047], [-1.266, 0.441, 0.264], [0.826, -0.647, 0.759], [-0.873, 0.739, 1.705], [1.216, 0.720, 1.847], [1.013, -0.460, 0.173], [0.164, 0.034, -1.017], [-0.551, -0.618, 0.058], [0.948, -0.771, -3.162], [0.655, 1.231, -0.327], [2.525, -1.000, -1.405], [0.151, -0.327, -1.681], [-0.313, 1.323, -1.895], [1.228, 1.601, 1.269], [0.120, 0.326, -0.658], [0.503, -0.098, 0.186], [-1.245, -0.446, 0.215], [-0.629, -0.336, 0.971], [0.711, 0.102, -1.650], [-0.155, 0.747, 0.616], [0.999, -1.332, -0.325], [-1.070, -0.011, 0.656], [-0.341, -0.970, -0.631], [1.495, -0.834, 0.051], [-0.997, -0.318, -2.373], [0.112, 0.043, -0.090], [1.146, 0.494, 0.612], [1.319, -1.298, -1.817], [0.257, 0.063, 0.791], [-0.580, -0.352, -0.295], [-1.138, 0.792, -2.221], [-1.071, 1.083, -0.108], [-0.152, 0.323, 0.420], [2.064, -1.986, -0.544], [-0.010, -0.514, 0.023], [0.188, -0.089, -0.782], [-0.359, 1.523, -0.546], [-1.153, -1.358, -1.149], [-0.684, 1.459, 0.690], [1.325, 0.597, 0.177], [-2.279, 1.090, 1.072], [-0.438, -1.397, 0.636], [0.433, -0.717, -0.159], [0.406, 0.638, -0.353], [-0.358, -0.098, -0.705], [0.334, -0.026, 0.233], [-0.324, -0.153, 0.304], [-0.007, 0.134, -0.069], [-0.197, 0.035, 0.103], [0.133, -0.049, -0.301], [0.386, -0.007, -0.401], [-0.029, -0.216, 0.315], [0.455, 0.175, 0.388], [0.542, -0.022, 0.018], [0.033, -0.136, 0.190], [0.148, 0.292, -0.493], [0.395, -0.190, 0.818], [-0.051, 0.197, -0.013], [-0.085, -0.282, 0.017], [-0.056, -0.082, 0.194], [-0.208, -0.149, -0.466], [0.160, -0.317, -0.172], [-0.581, 0.341, -0.380], [0.089, -0.082, 0.151], [-0.255, 0.076, 0.591], [0.119, -0.085, -0.160], [-0.050, 0.106, 0.014], [-0.820, -0.339, 0.234], [-0.599, 0.360, 0.591], [-0.607, 0.029, 0.027], [-0.104, 0.005, 0.224], [-0.499, 0.848, 0.057], [-0.874, -0.791, 0.594], [0.555, 0.286, -0.183], [0.040, 0.654, 0.323], [-0.113, -0.182, -0.003], [0.174, -0.136, 0.048], [-0.635, -0.350, -0.342], [0.181, -0.357, 0.470], [0.099, 0.558, -0.002], [-0.033, 0.253, -0.285], [0.009, -0.227, -0.223], [0.041, -0.226, -0.214], [0.358, -0.025, 0.764], [-0.050, -0.428, 0.506], [-0.294, -0.384, 0.099], [-0.724, -0.028, -0.110], [-0.542, -0.464, -0.811], [-0.278, 0.336, 0.512], [-0.109, 0.292, -0.164], [0.482, -0.323, 0.086], [-0.016, 0.251, 0.441], [0.185, -0.189, -0.067], [0.414, 0.343, 0.168], [0.113, 0.248, 0.103], [0.056, 0.679, -0.365], [-0.777, 0.148, -0.847], [-0.045, 0.060, 0.365], [0.401, -0.488, -0.059], [-0.500, -0.892, 0.738], [-0.342, -0.383, 0.310], [-0.128, 0.641, 0.242], [-0.015, -0.714, -0.056], [0.087, -0.565, -0.092], [-0.063, 0.220, 0.074], [0.158, 0.061, -0.054], [-0.256, -0.185, -0.112], [0.317, -0.541, -0.576], [0.297, -0.319, 0.085], [-0.018, -0.227, -0.159], [0.367, 0.006, -0.504], [-0.029, -0.482, 0.091], [0.189, -0.100, 0.602], [0.636, 0.129, 0.526], [0.030, 0.070, 0.362], [-0.172, -0.242, 0.030], [-0.328, -0.186, -0.166], [-0.392, -0.300, 0.291], [0.309, -0.027, -0.029], [0.329, 1.216, 0.111], [0.032, 0.088, -0.450], [0.196, -0.124, -0.300], [0.490, 0.327, 0.014], [0.162, 0.465, 0.052], [0.207, 0.269, -0.154], [0.506, -0.044, 0.481], [0.123, -0.531, 0.031], [-0.306, 0.590, 0.134], [-0.277, -0.028, 0.070], [-0.008, 0.496, -0.454], [0.110, 0.218, -0.094], [-0.330, -0.685, 0.442], [-0.334, -0.225, -0.417], [-0.023, 0.085, 0.113], [-0.389, -0.381, 0.365], [0.105, -0.610, -0.615], [0.338, 0.071, 0.062], [0.506, 0.056, -0.417], [0.757, 0.116, -0.314], [1.032, 0.121, 0.347], [0.101, 0.242, -0.238], [-0.109, -0.112, -0.083], [0.985, -0.940, -0.024], [-0.530, -0.297, -0.558], [-0.061, 0.095, 0.187], [-0.044, 0.417, 0.220], [-0.047, -0.330, -0.165], [-0.059, -0.016, -0.076], [-0.017, -0.038, -0.120], [-0.179, 0.143, 0.187], [0.219, 0.133, 0.435], [-0.381, -0.135, -0.207], [-0.136, 0.400, 0.193], [0.040, -0.196, 0.315], [0.016, 0.478, -0.200], [-0.233, -0.093, 0.010], [-0.109, 0.294, 0.018], [0.009, 0.106, -0.277], [0.396, -0.490, -0.301], [-0.471, -0.933, 1.035], [0.334, 0.121, 0.237], [-0.149, 0.078, 0.107], [-0.137, 0.382, 0.051], [-0.283, 0.381, 0.487], [-0.488, 0.021, 0.608], [-0.136, 0.093, 0.260], [0.226, 0.511, -0.275], [0.076, 0.197, 0.661], [0.767, 0.554, -0.069], [-0.366, 0.236, -0.228], [0.256, -0.359, 0.085], [0.251, -0.089, -0.690], [0.153, -0.082, -0.399], [0.114, 0.006, 0.219], [-0.001, -0.475, 0.244], [0.186, 0.416, -0.229], [0.600, -0.271, -0.589], [0.201, 0.178, -0.182], [-0.093, 0.257, -0.570], [-0.083, -0.056, -0.020], [0.311, 0.096, -0.198], [-0.202, 0.240, -0.156], [-0.393, -0.114, -0.016], [-0.305, -0.400, 0.217], [0.357, -0.286, -0.606], [-0.467, 0.926, 0.344], [0.614, 0.242, -0.116], [-0.299, 0.001, -0.225], [0.103, -0.044, -0.028], [0.723, -0.519, -0.445], [-0.083, -0.486, 0.129], [-0.098, -0.024, 0.164], [0.141, 0.036, 0.036], [0.013, 0.465, -0.196], [0.295, -0.159, 0.051], [-0.110, 0.065, -0.098], [0.194, -0.250, 0.406], [0.437, 1.232, 0.626], [0.397, 0.062, 0.206], [-0.193, -0.037, -0.126], [-0.172, -0.161, 0.538], [0.285, -0.684, 0.875], [0.305, 0.041, -0.370], [-0.122, -0.016, -0.138]],
  "homo_energy_ev": -14.4,
  "charge": 6,
  "de_lowest_ev": 0.0000,
  "homo_lumo_gap_ev": 5.6
}